(1)
Formula: C4H12O2
Source: the Open Molecules 2025 dataset
Level of theory: the ωB97M-V functional and the def2-TZVPD basis

Cartesian coordinates (Å):
H (1.1769, -2.2709, 0.4074)
O (-2.4792, 2.2276, -1.1103)
H (-1.1396, -0.0895, 2.0097)
C (0.1724, 0.1781, 0.3101)
H (-0.6343, -1.7610, 0.1972)
H (-1.2071, -0.6210, -1.0395)
H (2.2621, 0.4946, -0.3379)
H (0.2557, -1.2001, -1.3427)
H (-0.1238, 1.2924, 2.2694)
H (-1.4761, 2.0304, -1.1030)
H (1.9371, -2.1412, 1.7775)
C (1.2000, 0.9317, -0.5351)
H (-2.8505, 1.4414, -1.3359)
O (1.6563, -2.7428, 1.0125)
H (1.0227, 0.6768, -1.6257)
C (-0.3289, 0.5715, 1.5150)
C (-0.3698, -0.9844, -0.5081)
H (0.9262, 1.9664, -0.5606)

Its spin multiplicity is 2. The orbital gap (alpha / beta) is 2.649 / 7.981 eV. The total charge is -1. Its HOMO energy (alpha / beta) is 1.18 / -4.21 eV.



(2)
Formula: C16H22AlBeBrCl5F5LiN5O15
Source: the Open Molecules 2025 dataset
Level of theory: the ωB97M-V functional and the def2-TZVPD basis

Cartesian coordinates (Å):
O (0.9851, -1.6007, -1.3001)
N (-0.4388, 5.5973, -1.6550)
Al (2.1934, -3.5740, 1.5534)
Cl (-6.5543, -0.2549, 2.6640)
H (1.6259, -3.2498, -5.6959)
H (-2.7859, -4.0951, 1.2470)
F (1.3752, -5.1321, 1.9358)
H (2.4584, 2.0037, 1.5414)
H (-0.3001, 3.6739, 4.8728)
H (2.3502, 2.5698, -1.2818)
C (1.5371, -4.1754, -5.1171)
H (0.8154, -4.8577, -3.2056)
O (3.7114, -0.1859, 0.5154)
O (-0.5798, -2.5943, -2.6441)
O (-1.0447, -6.0197, -0.6381)
F (2.2970, -3.3730, -0.2334)
C (0.3973, 5.1291, -0.7644)
C (-0.4699, -3.2631, -3.8879)
O (-3.5177, 1.5316, 6.9227)
Br (-0.5091, -4.3937, -6.6838)
H (4.9897, 2.3607, -1.0830)
H (-0.6797, -4.1485, 0.1156)
C (3.6577, 0.8566, -0.3536)
C (-1.0556, -5.1199, 0.4539)
C (-0.6656, 4.0752, 2.8471)
O (-3.1722, -5.3283, -0.3734)
H (-1.2824, -3.9837, -4.0136)
H (-2.7626, -5.8473, 1.5670)
N (0.6847, 3.6562, 2.3093)
O (1.2657, 4.4291, 0.1952)
Cl (-3.0123, 2.3207, 5.8162)
H (-2.0381, 4.9494, 1.3547)
C (-2.4974, -5.0695, 0.8433)
C (-1.0372, 3.1264, 0.7230)
O (1.6078, -2.9855, -3.0139)
O (2.9284, 7.2304, -2.3857)
C (-2.3006, -6.0096, -1.1732)
H (0.9116, 0.9805, 1.2018)
C (2.1822, 1.5729, -0.6803)
N (4.9779, 1.3258, -0.9349)
O (-4.0897, 2.5924, 4.8845)
Cl (-7.8004, 1.7889, 1.0098)
H (1.4496, 0.8295, -1.2220)
F (1.2488, -2.2115, 2.2570)
O (2.2061, 7.7755, -0.4003)
H (-1.0879, 5.2547, 4.6132)
C (-6.7220, 1.4989, 2.3982)
H (-0.5268, -2.5167, -4.6883)
C (0.6981, -2.3287, -2.2344)
H (5.2422, 0.7949, -1.7955)
Cl (-5.1206, 2.2047, 2.0639)
F (3.8524, -3.5792, 2.2540)
H (2.5557, -4.5502, -4.9703)
C (2.1531, 7.8027, -1.6352)
Cl (-7.4127, 2.2570, 3.8552)
H (0.7867, 2.6983, 2.7603)
H (-1.2699, 1.9975, 1.0314)
H (-0.4183, -5.4851, 1.2639)
O (1.1958, 8.4976, -1.9945)
N (-0.7188, 4.3610, 4.1889)
Li (3.1407, -1.9847, -5.1344)
C (1.5307, 1.9164, 0.7955)
H (0.9754, -4.9060, -5.7071)
C (0.8708, -3.9246, -3.7796)
O (-2.4807, 3.5726, 6.3186)
C (0.5929, 3.2738, 0.8173)
N (-1.7180, 4.0426, 1.7610)
H (-1.5852, 3.2204, -0.3066)
Be (4.4140, -2.0182, -0.2473)
F (6.3546, -0.0486, -2.6280)
O (-2.6036, -6.5398, -2.2290)
O (-1.9613, 1.5863, 5.1390)

The orbital gap is 1.391 eV. The total charge is -2. Its HOMO energy is -1.89 eV.



(3)
Formula: C9H13IO3Si
Source: the Open Molecules 2025 dataset
Level of theory: the ωB97M-V functional and the def2-TZVPD basis

Cartesian coordinates (Å):
H (2.0406, -1.1837, -1.8794)
H (0.7439, -2.7597, -3.1777)
H (2.8840, -2.6200, -1.9402)
Si (1.2915, -0.9194, 0.8530)
H (-1.5277, 3.7630, 1.4285)
H (1.9703, -0.2398, 3.8408)
C (0.5504, -2.6731, -2.0473)
C (-1.7072, 2.9745, 0.6919)
C (-1.5020, 0.6480, -0.2062)
H (-2.3561, 2.9341, -2.6936)
O (1.9256, -2.0679, -0.0849)
C (1.5043, -1.2213, 3.5946)
H (1.8658, -2.0248, 4.2956)
H (0.2449, -3.6523, -1.5666)
H (-2.3292, 4.4368, -0.5977)
C (-2.0235, 3.4290, -0.5720)
H (-0.2017, -1.8772, -1.9902)
C (1.8816, -2.1683, -1.4385)
H (-1.7409, 0.4175, -2.2543)
I (1.9576, 1.3274, 0.1303)
O (-1.3684, -0.6313, 0.0551)
C (-1.4125, 1.6312, 0.8237)
O (1.5570, -1.5499, 2.2429)
H (0.5123, -1.0122, 3.8666)
C (-1.7352, 1.2140, -1.4663)
C (-2.1055, 2.5610, -1.7046)
H (-0.9198, 1.2641, 1.7966)

The orbital gap (alpha / beta) is 6.086 / 6.082 eV. Its HOMO energy (alpha / beta) is -7.46 / -7.46 eV.



(4)
Formula: C12H12O
Source: the Open Molecules 2025 dataset
Level of theory: the ωB97M-V functional and the def2-TZVPD basis

Cartesian coordinates (Å):
C (-1.0069, 0.3911, 3.4673)
H (-1.6899, -1.8907, -0.0655)
H (1.0582, 2.3499, -2.8049)
C (0.6924, 0.1343, 1.8005)
C (-1.9595, 0.4631, 2.5246)
H (-1.2931, 0.4719, 4.4415)
H (-1.5546, -2.9226, -1.6854)
H (0.8253, 0.6832, -3.5194)
H (1.1443, 0.2932, 3.7171)
C (0.0648, 0.2395, -0.7071)
H (-2.4323, 0.6138, 0.4906)
C (0.2833, 0.1609, 3.0925)
H (1.7225, 0.0856, 1.5316)
C (-1.2570, -1.9667, -1.0773)
H (2.0067, 1.3500, -0.6623)
H (-2.9021, 0.8176, 2.8885)
H (2.1678, -0.2251, -1.4671)
H (0.0481, -1.0654, -2.5363)
C (0.7743, 1.2756, -2.5149)
C (-0.3089, -1.1033, -1.4755)
C (1.4400, 0.6780, -1.2566)
C (-0.3209, 0.2889, 0.7757)
C (-0.5400, 1.1853, -1.8346)
C (-1.6335, 0.3767, 1.1897)
O (-1.6621, 1.5564, -1.9788)

The orbital gap is 9.492 eV. The SMILES is C=C[C@@]1(c2ccccc2)CCC1=O. Its HOMO energy is -8.82 eV.



(5)
Formula: C12H13N2
Source: the Open Molecules 2025 dataset
Level of theory: the ωB97M-V functional and the def2-TZVPD basis

Cartesian coordinates (Å):
H (3.6347, -0.3288, 2.0816)
N (-0.2710, 0.2052, -0.3870)
C (2.7140, -0.1806, 1.3089)
H (-3.9557, -2.3933, 0.1874)
C (2.1562, -0.0586, -1.5785)
H (3.5308, 1.7345, 0.5901)
H (1.8256, -0.5814, 2.0284)
H (3.1252, -2.2622, 0.8821)
H (-1.8870, 2.1583, 0.0613)
H (1.9537, 0.1299, -2.5665)
C (2.8260, -1.2757, 0.3758)
H (-1.6089, -2.1000, -0.1735)
H (1.9448, 1.6929, 1.4566)
C (2.5207, 1.2516, 0.7003)
C (-4.3265, -0.2939, 0.0020)
C (-2.1532, -1.1478, -0.1436)
H (2.4241, -2.1045, -1.6690)
C (-2.4363, 1.2723, -0.0234)
N (0.4763, 1.1508, -0.3091)
H (-4.2793, 1.9714, 0.2080)
C (-3.4697, -1.3547, 0.0478)
C (-1.6244, 0.1265, -0.2444)
H (1.8301, 2.0727, -1.3406)
C (-3.7949, 1.0311, 0.1382)
C (1.9146, 1.0902, -0.7212)
C (2.3802, -1.2813, -0.9836)
H (-5.4499, -0.5244, 0.0720)

The orbital gap (alpha / beta) is 5.732 / 5.734 eV. The total charge is +1. Its HOMO energy (alpha / beta) is -11.88 / -11.88 eV.